This record from OMol25 describes an isolated molecule of C7H14 at a distorted geometry. The level of theory is wB97M-V/def2-TZVPD.

Each line ends with the Löwdin charge.
Positions of all 21 atoms, in Å:
C1 2.90267 -0.03165 -0.80395  -0.110
C2 1.47940 0.40111 -1.05985  -0.127
C3 0.42446 -0.19381 -0.51860  -0.314
C4 0.56226 -1.35325 0.43776  -0.049
C5 -1.01080 0.21407 -0.82784  -0.180
C6 -1.56763 1.11300 0.29420  -0.227
C7 -2.34610 0.32469 1.38895  -0.105
H1 3.25434 0.19889 0.20779  0.080
H2 3.55333 0.42364 -1.55662  0.068
H3 3.01377 -1.10621 -0.89583  0.058
H4 1.38094 1.33629 -1.60183  0.104
H5 0.65980 -0.99522 1.46470  0.091
H6 1.46473 -1.90813 0.16778  0.065
H7 -0.20252 -2.10936 0.39146  0.071
H8 -1.23861 0.55993 -1.83799  0.108
H9 -1.56482 -0.72502 -0.82964  0.093
H10 -0.78212 1.66293 0.78343  0.097
H11 -2.27916 1.79478 -0.15571  0.091
H12 -3.35396 0.73799 1.50011  0.063
H13 -1.80515 0.37031 2.32928  0.062
H14 -2.54483 -0.71499 1.12240  0.062

**Max |F|**: 1.5 eV Å⁻¹
**Energy relative to the best compared isomer or geometry (same formula, charge and spin)**: 25.8 kcal per mole
**E_LUMO**: 0.0415 Ha
**E_tot**: -7485.1774 eV
**HOMO-LUMO gap**: 0.3648 Eh
**HOMO**: -8.799 eV
**SMILES string**: C/C=C(\C)CCC